Version w
Computed, not measured: an isolated molecule of C4H4O2, with the ωB97M-V functional and the def2-TZVPD basis.

HOMO-LUMO gap	10.6362	eV
structure (SMILES)	O=CC#CCO
HOMO energy	-10.428	eV
total charge	0

XYZ file:
```
10
C4H4O2 the ωB97M-V functional and the def2-TZVPD basis
O 2.9202 0.8105 -0.4378
C 2.2950 -0.2222 -0.4538
C 0.8955 -0.2663 -0.8527
C -0.2361 0.0020 -0.5170
C -1.4559 0.4566 0.1500
O -1.8252 -0.3786 1.2223
H 2.7112 -1.1724 -0.0762
H -1.1759 1.4132 0.6013
H -2.2815 0.6485 -0.5471
H -1.8473 -1.2914 0.9112
```

Here are the natural (NBO) charges for atoms 1 to 6, given in e: -0.49 0.37 -0.14 0.07 -0.15 -0.69

Version x
Computed, not measured: an isolated molecule of C4H4O2, with the ωB97M-V functional and the def2-TZVPD basis.

HOMO-LUMO gap	11.2128	eV
structure (SMILES)	C#CCOC=O
HOMO energy	-10.415	eV
total charge	0

XYZ file:
```
10
C4H4O2 the ωB97M-V functional and the def2-TZVPD basis
C 1.7599 -1.1908 -0.0939
C 1.1170 -0.1834 -0.2222
C 0.2291 0.9805 -0.3140
O -1.1629 0.6485 -0.2622
C -1.5627 -0.2426 0.6683
O -2.7205 -0.4637 0.8803
H 2.3435 -2.0777 0.0168
H 0.3598 1.4895 -1.2700
H 0.4561 1.6998 0.4804
H -0.7276 -0.7461 1.1828
```

Here are the natural (NBO) charges for atoms 1 to 6, given in e: -0.20 -0.06 -0.15 -0.49 0.64 -0.54

version x takes first place; second place is 0.0251 hartree up.

Version w
Computed, not measured: a cluster of 3 separate species, C2H7NO4 in total, with the ωB97M-V functional and the def2-TZVPD basis.

HOMO-LUMO gap (alpha / beta)	9.7533 / 8.6689	eV
HOMO energy (alpha / beta)	-9.541 / -8.771	eV
total charge	0

XYZ file:
```
14
C2H7NO4 the ωB97M-V functional and the def2-TZVPD basis
C 1.5285 0.9695 -0.8593
C 0.9641 -0.0605 0.0602
O 0.8187 0.1643 1.2774
H 1.0692 -1.1018 -0.2839
H 1.2511 1.9696 -0.5272
H 1.1406 0.8198 -1.8639
H 2.6141 0.8612 -0.8908
N -1.2105 -1.2828 1.7456
O -1.0690 -0.3580 -0.7131
O -1.9683 -0.8744 0.8205
O -1.4711 0.9644 -0.9516
H -2.3243 0.8525 -1.3988
H -0.3015 -0.6245 1.8552
H -1.0416 -2.2993 1.7296
```

Here are the natural (NBO) charges for atoms 1 to 6, given in e: -0.71 0.50 -0.64 0.13 0.24 0.24

Version x
Computed, not measured: a cluster of 2 separate species, C2H7NO4 in total, with the ωB97M-V functional and the def2-TZVPD basis.

HOMO-LUMO gap	9.7135	eV
structure (SMILES)	[NH3+][O-].COOC=O
HOMO energy	-9.059	eV
total charge	0

XYZ file:
```
14
C2H7NO4 the ωB97M-V functional and the def2-TZVPD basis
N 0.2090 1.7353 -1.2044
O -0.3282 0.5265 -1.3333
H 1.2082 1.5682 -1.3921
H -0.0600 2.5261 -1.6671
H -0.0099 1.9696 -0.2227
C 0.4999 -2.0744 0.0191
O -0.3854 -1.7985 1.0800
O -0.0072 -0.5103 1.5825
C -0.8658 0.4824 1.3605
O -0.5108 1.6734 1.4921
H 0.1593 -3.0298 -0.2460
H 1.5055 -1.8719 0.3249
H 0.3583 -1.4267 -0.8085
H -1.7731 0.2301 1.0149
```

Here are the natural (NBO) charges for atoms 1 to 6, given in e: -0.36 -0.75 0.37 0.35 0.41 -0.28

version x takes first place; second place is 0.0530 hartree up.

Version w
Computed, not measured: the ion C4H10NO2 with charge -1, with the ωB97M-V functional and the def2-TZVPD basis.

HOMO-LUMO gap	7.4816	eV
structure (SMILES)	C[C@H](O)CNC[O-]
HOMO energy	-3.347	eV
total charge	-1

XYZ file:
```
17
C4H10NO2 the ωB97M-V functional and the def2-TZVPD basis
C -0.9144 1.0185 -2.2916
C -0.5345 0.2180 -0.9955
O -1.2626 0.5579 0.1812
C 1.0318 0.1465 -0.6428
N 1.2492 -1.0291 0.2604
C 0.3334 -1.1007 1.6135
O 0.1492 0.1066 2.0773
H -0.8508 0.5372 -3.3240
H -2.0825 1.1718 -2.1983
H -0.4014 1.9965 -2.4366
H -0.7549 -0.8395 -1.1760
H -0.6878 0.5537 1.0536
H 1.3340 1.0040 -0.0749
H 1.4533 -0.0796 -1.6901
H 2.2758 -0.8362 0.6364
H 0.9915 -1.8661 2.1267
H -0.6117 -1.4480 1.0906
```

Here are the natural (NBO) charges for atoms 1 to 6, given in e: -0.64 0.09 -0.82 -0.26 -0.73 0.13

Version x
Computed, not measured: the ion C4H10NO2 with charge -1, with the ωB97M-V functional and the def2-TZVPD basis.

HOMO-LUMO gap	6.1494	eV
structure (SMILES)	[O-]CCCNCO
HOMO energy	-2.363	eV
total charge	-1

XYZ file:
```
17
C4H10NO2 the ωB97M-V functional and the def2-TZVPD basis
O 1.7932 1.1649 1.9096
C 1.6387 1.1234 0.5830
C 1.5804 -0.3551 0.0771
C 0.1455 -0.9673 -0.0559
N -0.5379 -0.4899 -1.2760
C -1.8455 0.1124 -1.0679
O -2.6057 -0.5701 -0.0337
H 2.5330 1.5271 0.0674
H 0.7945 1.7534 0.1484
H 2.1033 -0.9524 0.8298
H 2.0132 -0.4794 -0.9576
H 0.0605 -2.0570 -0.1334
H -0.3557 -0.5340 0.9147
H 0.0294 0.1246 -1.8457
H -2.4922 0.0561 -1.9615
H -1.8586 1.1272 -0.6232
H -2.0203 -1.2195 0.3651
```

Here are the natural (NBO) charges for atoms 1 to 6, given in e: -0.95 -0.02 -0.43 -0.26 -0.68 0.11

Version y
Computed, not measured: a cluster of 2 separate species, C4H10NO2 in total, with the ωB97M-V functional and the def2-TZVPD basis.

HOMO-LUMO gap	7.0968	eV
HOMO energy	-3.081	eV
total charge	-1

XYZ file:
```
17
C4H10NO2 the ωB97M-V functional and the def2-TZVPD basis
O -0.6494 3.7598 -1.2581
C -0.8772 2.5295 -1.2651
C -0.0034 1.5200 -1.9988
H -1.7744 2.0619 -0.8181
H -0.3889 1.5349 -3.0487
H -0.1778 0.5255 -1.5157
H 1.0251 1.9220 -2.0202
C 0.5338 -1.0376 2.3213
N 1.0049 -1.6441 1.1156
C -0.1838 -1.8372 0.1555
O -0.7054 -0.6705 -0.2112
H -0.1698 -0.2199 1.9930
H 1.4116 -0.7008 2.9437
H -0.0310 -1.7750 2.8634
H 1.6522 -0.9647 0.7115
H -0.9190 -2.4861 0.6820
H 0.2524 -2.5177 -0.6500
```

Here are the natural (NBO) charges for atoms 1 to 6, given in e: -0.60 0.46 -0.77 0.12 0.21 0.33

Version z
Computed, not measured: the ion C4H10NO2 with charge -1, with the ωB97M-V functional and the def2-TZVPD basis.

HOMO-LUMO gap	6.8530	eV
structure (SMILES)	N[C@@H](CO)CC[O-]
HOMO energy	-2.855	eV
total charge	-1

XYZ file:
```
17
C4H10NO2 the ωB97M-V functional and the def2-TZVPD basis
N 0.7582 0.4028 1.1510
C 0.4463 0.0470 -0.2665
C 1.1930 -1.2532 -0.8224
O 2.5036 -1.2042 -0.3111
C -1.0363 -0.0790 -0.5139
C -1.6584 0.9487 0.4574
O -1.8305 0.5794 1.7070
H 0.6055 1.4365 1.1220
H -0.0228 0.1721 1.6691
H 0.8438 0.8341 -0.7992
H 0.7101 -2.1895 -0.3833
H 1.3257 -1.2541 -1.9079
H 2.3947 -0.4751 0.3376
H -1.4162 -1.0452 -0.0310
H -1.1900 0.0578 -1.5663
H -2.5950 1.1883 -0.1339
H -1.0316 1.8339 0.2914
```

Here are the natural (NBO) charges for atoms 1 to 6, given in e: -0.88 -0.08 -0.06 -0.77 -0.47 0.00

version y takes first place; second place is 0.0136 hartree up.

Version w
Computed, not measured: a cluster of 2 separate species, C4H10NO2 in total, with the ωB97M-V functional and the def2-TZVPD basis.

HOMO-LUMO gap	7.2027	eV
HOMO energy	-3.185	eV
total charge	-1

XYZ file:
```
17
C4H10NO2 the ωB97M-V functional and the def2-TZVPD basis
O -1.0895 4.0102 -1.4760
C -0.6827 3.2974 -0.5721
C -0.4687 1.8071 -0.7040
N 0.8262 1.4163 -0.2219
H -0.2552 3.7020 0.3804
H -1.2282 1.2512 -0.1966
H -0.4935 1.4649 -1.8059
H 0.6146 0.5922 0.4041
H 1.4907 1.1760 -0.9364
C 0.5051 -1.7116 0.9005
O -0.2888 -0.6108 0.9054
C -0.1979 -2.9727 0.3940
H 0.9716 -2.0002 1.8849
H 1.4421 -1.5270 0.2899
H 0.3693 -3.9331 0.4914
H -0.4229 -2.8423 -0.6893
H -1.0922 -3.1196 0.9515
```

Here are the natural (NBO) charges for atoms 1 to 6, given in e: -0.58 0.44 -0.34 -0.91 0.10 0.24

Version x
Computed, not measured: a structure of composition C4H10NO2, with the ωB97M-V functional and the def2-TZVPD basis.

HOMO-LUMO gap	6.4218	eV
HOMO energy	-2.659	eV
total charge	-1

XYZ file:
```
17
C4H10NO2 the ωB97M-V functional and the def2-TZVPD basis
C -0.4196 0.2834 -0.0325
C -0.3309 -0.2441 1.3676
C -1.3159 -1.6801 1.5409
O -2.3646 -1.3657 2.2195
N 0.7860 1.0635 -0.4034
C 1.4297 0.4866 -2.1535
O 1.9841 1.5200 -2.5709
H -0.5941 -0.5841 -0.7527
H -1.2968 0.8607 0.0863
H 0.6989 -0.8255 1.5884
H -0.5752 0.5231 2.1858
H -1.2811 -2.1668 0.4796
H -0.5488 -2.2807 2.1459
H 1.4437 1.0232 0.3780
H 1.2802 1.9199 -0.6039
H 1.8359 -0.5129 -1.6561
H 0.4002 0.2897 -2.5507
```

Here are the natural (NBO) charges for atoms 1 to 6, given in e: -0.25 -0.49 0.08 -0.90 -0.81 0.25

version w takes first place; second place is 0.1251 hartree up.

Version w
Computed, not measured: a structure of composition C2H3NS2, with the ωB97M-V functional and the def2-TZVPD basis.

HOMO-LUMO gap	8.9622	eV
HOMO energy	-9.127	eV
total charge	0

XYZ file:
```
8
C2H3NS2 the ωB97M-V functional and the def2-TZVPD basis
C 0.5534 -1.3367 0.0657
C 0.1543 -0.0898 -0.0276
N -1.5901 1.0727 0.1270
S 2.3199 -1.0427 0.0066
S 1.5621 0.8956 0.1526
H 0.0903 -2.2233 0.1491
H -2.0962 0.8198 -0.6452
H -0.9938 1.9045 0.1719
```

Here are the natural (NBO) charges for atoms 1 to 6, given in e: -0.45 -0.04 -0.79 0.17 0.17 0.23

Version x
Computed, not measured: an isolated molecule of C2H3NS2, with the ωB97M-V functional and the def2-TZVPD basis.

HOMO-LUMO gap	7.5182	eV
structure (SMILES)	S=C/C=N\S
HOMO energy	-9.106	eV
total charge	0

XYZ file:
```
8
C2H3NS2 the ωB97M-V functional and the def2-TZVPD basis
S -2.6259 -0.0874 -0.4242
C -1.1015 -0.7244 0.1786
C -0.2964 0.6233 0.1042
N 0.8723 0.9608 -0.1352
S 2.0340 -0.4203 -0.3944
H -0.9243 -1.9251 0.7052
H -1.0483 1.3814 -0.0637
H 3.0901 0.1917 0.0295
```

Here are the natural (NBO) charges for atoms 1 to 6, given in e: 0.05 -0.33 0.01 -0.45 0.10 0.29

Version y
Computed, not measured: an isolated molecule of C2H3NS2, with the ωB97M-V functional and the def2-TZVPD basis.

HOMO-LUMO gap	8.0187	eV
structure (SMILES)	[H]/N=C\C(=S)S
HOMO energy	-9.136	eV
total charge	0

XYZ file:
```
8
C2H3NS2 the ωB97M-V functional and the def2-TZVPD basis
H -2.0462 1.2080 -0.6344
N -2.1228 0.3003 -0.1949
C -0.9827 -0.1584 0.0671
C 0.6611 0.1712 -0.0146
S 1.2316 1.6665 -0.0812
S 1.6507 -1.3206 -0.1251
H -1.1689 -1.2125 0.5406
H 2.7773 -0.6546 0.4425
```

Here are the natural (NBO) charges for atoms 1 to 6, given in e: 0.33 -0.55 0.10 -0.39 0.11 0.07

version y takes first place; second place is 0.0712 hartree up.

Version w
Computed, not measured: a cluster of 2 separate species, C2H2F3P in total, with the ωB97M-V functional and the def2-TZVPD basis.

HOMO-LUMO gap (alpha / beta)	8.0412 / 8.9321	eV
HOMO energy (alpha / beta)	-9.175 / -10.098	eV
total charge	0

XYZ file:
```
8
C2H2F3P the ωB97M-V functional and the def2-TZVPD basis
C -1.2517 -0.8368 -0.0939
C 1.4086 0.1625 0.0010
F 1.6004 1.0679 -0.9735
F 1.3211 0.7603 1.1615
F 2.4149 -0.7968 -0.0387
P -2.0421 0.5302 0.1207
H -0.1406 -0.8991 -0.2291
H -3.3105 0.0118 0.0521
```

Here are the natural (NBO) charges for atoms 1 to 6, given in e: -0.54 0.97 -0.32 -0.30 -0.34 0.41

Version x
Computed, not measured: a cluster of 2 separate species, C2H2F3P in total, with the ωB97M-V functional and the def2-TZVPD basis.

HOMO-LUMO gap (alpha / beta)	7.4177 / 7.3122	eV
HOMO energy (alpha / beta)	-8.796 / -8.764	eV
total charge	0

XYZ file:
```
8
C2H2F3P the ωB97M-V functional and the def2-TZVPD basis
C 0.3161 -0.0037 -0.7019
C 1.3336 -0.2559 0.1182
F -0.4250 1.1042 -0.6747
F 1.7669 0.4435 1.0989
F 2.0372 -1.3525 0.0642
P -3.0694 0.1032 0.4606
H -0.0028 -0.7796 -1.3939
H -1.9567 0.7409 1.0287
```

Here are the natural (NBO) charges for atoms 1 to 6, given in e: 0.03 0.67 -0.31 -0.28 -0.29 0.11

version x takes first place; second place is 0.0454 hartree up.